2 unconnected molecules or ions with the total composition C7H14. Source: OMol25; level of theory: ωB97M-V/def2-TZVPD.

Results
Net charge = 0
Lowest unoccupied orbital energy = 1.08 eV
HOMO = -9.06 eV
SMILES = C/C=C1/C[C@H]1C.C
Energy relative to the best compared isomer or geometry (same formula, charge and spin) = 2.155 eV
Energy = -275.03705 Eh
2S+1 = 1
Frontier orbital gap = 10.14 eV
Largest force on an atom = 0.3 eV/A

The geometry in XYZ format:
```
21
Properties=species:S:1:pos:R:3:mulliken_charge:R:1
C -1.72776 -0.90379 1.28283 -1.190
C -0.89891 -1.29940 0.08877 -0.362
C -0.17568 -0.41892 -0.57779 0.123
C 0.62473 -0.03130 -1.74100 -0.547
C 0.05999 1.01408 -0.77037 0.282
C -1.15811 1.83948 -1.12018 -1.486
H -1.78024 -1.70495 2.02691 0.370
H -1.30855 -0.01390 1.76643 0.307
H -2.75619 -0.66378 0.98353 0.299
H -0.89607 -2.34467 -0.21901 0.388
H 1.70499 -0.18074 -1.70629 0.222
H 0.18873 -0.13415 -2.73273 0.253
H 0.81231 1.51265 -0.15699 0.286
H -1.58921 2.27014 -0.20876 0.323
H -1.92045 1.19095 -1.56619 0.322
H -0.93578 2.65223 -1.81842 0.377
C 2.40445 -0.61848 1.21264 -0.848
H 1.36966 -0.87699 0.99658 0.069
H 3.05756 -1.35554 0.74094 0.268
H 2.55489 -0.62015 2.29271 0.338
H 2.62214 0.37516 0.81075 0.206
```